P) C6H8O2 | ωB97M-V with the def2-TZVPD basis set

Geometry (Å):
C  2.3659  -0.5488  -1.0405
O  1.8358  0.7321  -0.5851
C  1.1247  0.7031  0.4709
C  0.5123  0.6474  1.5751
H  1.5433  -1.2531  -1.1524
H  3.0835  -0.9225  -0.3091
H  2.8378  -0.3502  -1.9980
H  0.7336  0.8972  2.5905
C  -1.7484  0.0686  -1.1529
O  -0.8180  -0.3763  -0.1680
C  -1.1111  -0.0482  1.1821
C  -2.1434  -0.1848  1.8998
H  -1.8913  1.1528  -1.0860
H  -1.3175  -0.1888  -2.1201
H  -2.7077  -0.4341  -1.0278
H  -2.2995  0.1053  2.9214

Computed properties:
HOMO energy (spin up / spin down)	-7.2 / -7.2	eV
gap between HOMO and LUMO (spin up / spin down)	7.39 / 7.40	eV
charge	0

***

Q) C6H8O2 | ωB97M-V with the def2-TZVPD basis set

Geometry (Å):
C  -0.7107  0.0304  2.0426
C  -1.0998  0.6374  0.6819
C  -0.7116  -0.2530  -0.4717
C  -0.2729  0.3890  -1.7909
C  0.6897  -0.3185  -0.9450
C  1.8857  -0.8300  -0.7368
H  1.1470  0.0466  1.4160
H  -0.6098  1.6026  0.5103
H  -2.1821  0.8280  0.6607
H  -1.3024  -1.1519  -0.6079
H  -0.2222  1.4939  -1.7924
H  -0.6022  0.0407  -2.7839
H  2.7120  -0.5570  -1.3985
H  2.0935  -1.5045  0.0821
O  0.6300  -0.2260  2.2011
O  -1.4442  -0.2276  2.9324

Computed properties:
structure (SMILES)	C=C1C[C@@H]1CC(=O)O
HOMO energy	-10.3	eV
gap between HOMO and LUMO	11.11	eV
charge	0

***

R) C6H8O2 | ωB97M-V with the def2-TZVPD basis set

Geometry (Å):
C  0.1088  0.8649  0.3720
C  -0.3660  -0.3828  1.0723
C  0.6362  -1.0817  0.0411
C  0.3009  0.0321  -0.8173
C  -1.1464  -0.3575  -1.0729
C  -1.6424  -0.6920  0.1934
H  1.2887  1.8580  1.6824
H  -0.8438  1.6107  0.5250
H  -0.2777  -0.5323  2.1115
H  0.4394  -2.1062  -0.2429
H  1.6383  -0.7815  0.4152
H  1.7176  1.5031  -1.5052
H  -1.5616  -0.8749  -2.1412
H  -2.7764  -1.0587  0.3512
O  1.4255  1.3035  0.8745
O  1.0592  0.6954  -1.8589

Computed properties:
HOMO energy	-8.7	eV
gap between HOMO and LUMO	9.40	eV
charge	0

***

Most stable: Q)

***

P) C6H8O2 | ωB97M-V with the def2-TZVPD basis set

Geometry (Å):
C  0.1231  1.4346  0.8248
C  0.1193  0.5722  -0.2239
C  1.5513  0.1440  -0.6383
C  0.1704  -0.9123  -0.1043
C  -1.0468  -1.2798  0.5240
C  -1.7296  -0.2176  -0.1550
H  0.5796  2.4353  0.4919
H  -0.9189  1.5997  1.3874
H  0.7761  1.1185  1.6089
H  2.3549  0.8988  -0.7127
H  1.4153  -0.4835  -1.6840
H  0.3158  -1.3205  -1.1681
H  -1.3952  -2.2555  0.7311
H  -2.7952  0.0904  -0.0130
O  1.5981  -0.8292  0.4932
O  -1.0305  0.7630  -0.7438

Computed properties:
HOMO energy	-9.0	eV
gap between HOMO and LUMO	9.94	eV
charge	0

***

Q) C6H8O2 | ωB97M-V with the def2-TZVPD basis set

Geometry (Å):
C  1.0164  -0.8518  -0.0391
C  0.0324  -0.3410  1.0071
C  0.1038  1.2033  0.7195
C  -0.2524  1.2596  -0.6830
C  -0.0799  -0.2993  -1.0126
C  -1.1319  -0.6166  0.0940
H  2.8266  -0.5792  -0.6477
H  1.2190  -1.9454  -0.2863
H  0.0905  -0.6936  2.0800
H  -0.8354  1.5494  1.3190
H  0.9858  1.5871  1.3087
H  0.5487  1.9946  -1.3516
H  -1.1046  2.0551  -0.7874
H  -0.2682  -0.5011  -2.1291
O  2.3129  -0.1843  -0.0061
O  -2.5119  -0.5146  0.0035

Computed properties:
HOMO energy	-9.4	eV
gap between HOMO and LUMO	9.56	eV
charge	0

***

R) C6H8O2 | ωB97M-V with the def2-TZVPD basis set

Geometry (Å):
C  -0.6912  0.6362  -0.1909
C  -0.1889  -0.8688  -0.7895
C  1.1529  -0.9358  -0.1974
C  1.0295  0.3110  0.7137
C  -0.5024  0.1693  1.2815
C  0.5441  1.3530  -0.1540
H  -2.5088  0.4693  -0.8107
H  -0.9819  -1.7272  -0.7125
H  0.1339  -0.7292  -1.9313
H  1.2095  -1.8417  0.3946
H  2.0315  -1.1254  -0.8388
H  1.5992  0.6184  1.5563
H  -0.9478  0.8863  1.9629
H  -0.8910  -0.8036  1.4696
O  -1.7422  1.0710  -1.1360
O  0.7536  2.5174  -0.6175

Computed properties:
HOMO energy	-9.5	eV
gap between HOMO and LUMO	10.18	eV
charge	0

***

S) C6H8O2 | ωB97M-V with the def2-TZVPD basis set

Geometry (Å):
C  0.0881  1.8151  0.1341
C  -2.2894  -0.2257  -0.0020
C  0.1738  0.3797  -0.0756
C  -0.2350  -0.7528  -0.3998
C  1.8386  -0.4151  -0.5193
C  2.5185  -1.0517  0.4189
O  -2.9948  -1.4002  -0.0908
O  -2.8822  0.8029  0.2492
H  -3.9437  -1.2006  0.0385
H  -0.3288  -1.8082  -0.5402
H  2.2637  -0.0294  -1.4384
H  0.6747  2.1070  1.0059
H  0.4619  2.3569  -0.7363
H  -0.9723  2.0428  0.2861
H  3.5907  -1.2131  0.3468
H  2.0361  -1.4077  1.3229

Computed properties:
HOMO energy	-7.4	eV
gap between HOMO and LUMO	8.23	eV
charge	0

***

Most stable: R)

***

P) H2NO3S2 | ωB97M-V with the def2-TZVPD basis set

Geometry (Å):
N  0.4780  -0.9455  -1.1536
O  0.7038  -0.0695  1.2577
O  -0.0977  1.5740  -0.4019
O  -0.8384  -0.7981  -0.5641
S  -1.8150  0.8827  1.8407
S  -0.4188  0.4792  0.5615
H  1.0596  -1.1017  -0.3119
H  0.9284  -0.0212  -1.2283

Computed properties:
structure (SMILES)	NOS(=O)(=O)[S-]
HOMO energy	-4.5	eV
gap between HOMO and LUMO	8.17	eV
charge	-1

***

Q) H2NO3S2 | ωB97M-V with the def2-TZVPD basis set

Geometry (Å):
N  -0.1570  0.2332  -0.7312
O  3.4470  -0.1225  -0.6886
O  2.2943  0.4072  1.4464
O  1.0778  0.8421  -0.8436
S  0.0526  -2.6917  -0.0184
S  2.2298  -0.2305  0.1391
H  -0.5179  0.1954  -1.7308
H  -0.0279  -0.8965  -0.5968

Computed properties:
HOMO energy (spin up / spin down)	-4.9 / -4.7	eV
gap between HOMO and LUMO (spin up / spin down)	6.22 / 6.90	eV
charge	-1

***

Most stable: P)

***

P) C4H5NO | ωB97M-V with the def2-TZVPD basis set

Geometry (Å):
N  2.7049  0.5992  0.4709
C  1.8641  -0.1316  0.1619
C  0.6878  -0.9111  -0.2067
C  -0.4126  -0.0321  0.3528
C  -1.3579  0.8780  -0.2953
O  -1.7324  -0.4464  0.0807
H  0.6785  -1.8463  0.3771
H  0.6959  -1.1554  -1.2734
H  0.0239  0.2755  1.3237
H  -1.8706  1.5913  0.3496
H  -1.2817  1.1791  -1.3414

Computed properties:
structure (SMILES)	N#CC[C@H]1CO1
HOMO energy	-10.9	eV
gap between HOMO and LUMO	11.72	eV
charge	0

***

Q) C4H5NO | ωB97M-V with the def2-TZVPD basis set

Geometry (Å):
O  2.0785  1.0401  0.0009
C  1.1975  0.5648  0.6717
N  0.0237  -1.2065  -0.3608
C  -0.3046  -0.1867  -1.2868
C  -0.1759  0.1898  0.1842
C  -1.4038  0.2939  0.9149
H  1.3494  0.2563  1.7274
H  -0.7879  -1.7644  -0.0997
H  0.5112  0.1845  -1.9017
H  -1.2975  -0.1865  -1.7249
H  -1.1906  0.8146  1.8749

Computed properties:
HOMO energy	-9.2	eV
gap between HOMO and LUMO	8.23	eV
charge	0

***

Most stable: P)

***

P) C2H11N2O2 | ωB97M-V with the def2-TZVPD basis set

Geometry (Å):
C  1.5554  -1.4174  -1.8478
N  -0.8123  0.0743  0.5513
C  -0.3605  -0.1507  -0.6722
N  0.3142  -1.2392  -1.0226
H  1.2403  -1.7198  -2.8276
H  2.2776  -2.1157  -1.4350
H  2.0235  -0.5070  -2.0090
H  -0.5940  -0.3917  1.4528
H  -1.3416  0.9486  0.6530
H  -0.2813  0.7923  -1.1732
H  -0.0494  -2.0701  -0.4336
H  3.3409  1.3952  3.2228
H  2.2721  2.0591  2.2293
O  2.6219  1.1831  2.5789
H  -4.5214  0.6376  -0.2616
H  -3.9297  1.7331  0.6169
O  -3.7556  0.7884  0.3775

Computed properties:
HOMO energy	-14.4	eV
gap between HOMO and LUMO	10.50	eV
charge	+1

***

Q) C2H11N2O2 | ωB97M-V with the def2-TZVPD basis set

Geometry (Å):
C  0.5183  1.3824  -0.6685
N  0.2439  -1.9867  0.6039
C  0.7091  -0.8917  0.0185
N  0.5600  0.3514  0.3868
H  -0.5349  1.5270  -0.8851
H  1.0642  1.1066  -1.5505
H  0.8643  2.3301  -0.2930
H  -0.2970  -1.8839  1.4542
H  0.7743  -2.8179  0.3872
H  1.1849  -1.0142  -0.9499
H  0.1275  0.6866  1.2466
H  -0.8206  0.9568  -3.5640
H  -1.9348  0.0836  -2.8901
O  -0.9815  0.2860  -2.8773
H  -0.6890  0.6890  3.0409
H  -0.4112  -0.6013  3.7093
O  -0.3775  -0.2038  2.8311

Computed properties:
HOMO energy	-14.6	eV
gap between HOMO and LUMO	11.62	eV
charge	+1

***

R) C2H11N2O2 | ωB97M-V with the def2-TZVPD basis set

Geometry (Å):
C  -1.9071  0.5260  0.7044
C  -1.7139  -0.4083  -0.2502
N  -0.3744  -0.6515  -0.8195
N  -1.0198  1.0437  1.5822
H  -2.9484  0.7933  0.8215
H  -2.5410  -1.0078  -0.5733
H  0.3933  -0.6190  -0.1357
H  -0.1510  0.0764  -1.5024
H  -0.2840  -1.5637  -1.2632
H  -1.4285  1.3218  2.4588
H  -0.0422  0.8096  1.6262
H  3.5587  -4.3575  -1.0965
H  3.1695  -4.1398  0.4062
O  3.5940  -3.7422  -0.3591
H  0.2998  3.5619  -1.1543
H  0.9707  4.5751  -0.2202
O  0.4244  3.7820  -0.2248

Computed properties:
HOMO energy	-13.1	eV
gap between HOMO and LUMO	9.31	eV
charge	+1

***

S) C2H11N2O2 | ωB97M-V with the def2-TZVPD basis set

Geometry (Å):
C  0.1233  1.3331  0.7131
C  1.3016  0.8377  1.1160
N  1.8483  1.0134  2.3511
N  -0.5172  0.7030  -0.4383
H  -0.3958  2.0430  1.3102
H  1.7654  -0.0025  0.5602
H  2.7512  0.6306  2.5815
H  1.7672  1.9057  2.8190
H  -0.9834  1.3752  -1.0393
H  -1.2263  0.0801  -0.0053
H  0.1494  0.0901  -0.9591
H  1.2266  -2.3139  -1.4212
H  0.8440  -1.9216  -2.7778
O  0.5768  -1.7503  -1.8645
H  -2.6361  -1.9952  -1.1399
H  -3.7226  -0.8703  -1.0724
O  -2.8725  -1.1581  -0.7334

Computed properties:
HOMO energy	-12.7	eV
gap between HOMO and LUMO	9.75	eV
charge	+1

***

Most stable: Q)

***

P) C5H11P | ωB97M-V with the def2-TZVPD basis set

Geometry (Å):
C  -0.2254  3.3064  0.3910
C  1.1055  -2.4284  0.3127
C  0.6667  -0.9420  0.1910
C  0.6610  -2.8649  -1.1031
C  -1.6839  2.8898  0.2439
P  0.0767  -1.1202  -1.6015
H  0.4146  2.9909  1.2108
H  0.2874  3.1586  -0.6056
H  2.1937  -2.4198  0.3999
H  0.7615  -2.9873  1.1604
H  -0.2472  -1.0574  0.8394
H  1.3666  -0.1691  0.5812
H  1.2382  -3.4780  -1.7055
H  -0.3142  -3.4860  -0.9232
H  -1.7745  2.0762  -0.4100
H  -2.2153  2.8564  1.1783
H  -2.3114  3.6747  -0.1596

Computed properties:
HOMO energy (spin up / spin down)	-7.9 / -8.5	eV
gap between HOMO and LUMO (spin up / spin down)	8.24 / 7.92	eV
charge	0

***

Q) C5H11P | ωB97M-V with the def2-TZVPD basis set

Geometry (Å):
C  0.3856  0.7456  0.5515
C  -0.1951  0.7525  1.7031
C  -1.6347  -0.6081  2.1331
C  0.5609  -1.9460  -0.0840
C  0.9738  0.0299  -2.0783
P  -0.2503  -0.4434  -0.7717
H  1.1360  1.3874  0.1778
H  -0.1114  1.1342  2.7327
H  -2.3521  -0.0844  2.7299
H  -1.0679  -1.3529  2.8679
H  -2.0259  -1.1815  1.2796
H  0.1662  -2.8706  -0.3821
H  1.7118  -1.9719  -0.1678
H  0.1311  -1.9211  0.9053
H  1.9860  0.3353  -1.6831
H  1.1119  -0.9585  -2.6597
H  0.5284  0.6950  -2.7806

Computed properties:
HOMO energy	-8.6	eV
gap between HOMO and LUMO	9.70	eV
charge	0

***

R) C5H11P | ωB97M-V with the def2-TZVPD basis set

Geometry (Å):
C  2.8548  0.1538  -0.8336
C  -2.1235  0.6670  0.4847
C  0.0546  -1.3253  -0.5124
C  -0.7187  0.5595  1.0148
C  0.2837  0.2126  -0.1383
P  2.0615  0.4025  0.6349
H  3.9233  0.3304  -0.8127
H  2.2761  0.0269  -1.7029
H  -2.4514  1.2698  -0.3142
H  -2.7809  0.8068  1.3574
H  -2.3788  -0.2816  0.2198
H  -0.6162  -1.4848  -1.3827
H  1.0502  -1.7558  -0.5275
H  -0.4791  -1.8008  0.2986
H  -0.6605  -0.2203  1.7169
H  -0.4869  1.5540  1.4725
H  0.1919  0.8854  -0.9752

Computed properties:
structure (SMILES)	C=P[C@@H](C)CC
HOMO energy	-9.3	eV
gap between HOMO and LUMO	9.59	eV
charge	0

***

Most stable: R)